No. 1
71
Properties=species:S:1:pos:R:3 method="wB97M-V/def2-TZVPD" charge=-2 lumo_energy_ha=0.1652 max_force_ha_per_bohr=0.0079 homo_ev=-0.60 gap_ev=5.10
Cu -0.318 -0.326 -0.337
C -2.915 -4.529 5.416
C -3.075 -4.258 3.944
C -4.223 -4.643 3.263
C -4.367 -4.377 1.907
C -3.354 -3.736 1.219
C -2.200 -3.335 1.883
C -2.074 -3.596 3.237
S -3.523 -3.406 -0.535
O -4.967 -3.443 -0.763
O -2.775 -4.428 -1.235
N -2.818 -2.025 -0.779
C -3.283 -0.864 -0.236
C -4.640 -0.601 0.050
C -5.005 0.612 0.588
C -4.033 1.579 0.830
C -2.733 1.255 0.502
N -2.346 0.091 -0.014
H -3.788 -5.043 5.823
H -2.778 -3.602 5.977
H -2.040 -5.153 5.609
H -5.021 -5.145 3.800
H -5.269 -4.654 1.378
H -1.398 -2.784 1.399
H -1.175 -3.249 3.735
H -5.368 -1.369 -0.163
H -6.049 0.809 0.812
H -4.267 2.552 1.240
H -1.934 1.972 0.660
C 0.896 0.161 -1.910
H 1.605 0.957 -1.644
H 1.498 -0.720 -2.163
C 1.591 -1.472 1.558
O 0.309 -1.019 1.456
H 2.358 -0.742 1.216
H 1.790 -2.397 0.972
H 1.872 -1.727 2.608
C -3.715 3.586 -2.363
C -2.463 3.761 -1.788
C -1.427 2.899 -2.108
C -1.602 1.860 -3.022
C -2.861 1.700 -3.588
C -3.914 2.547 -3.258
Ge -0.043 0.728 -3.457
C -0.695 -0.725 -4.602
C -0.347 -0.842 -5.947
C -0.815 -1.897 -6.719
C -1.638 -2.861 -6.152
C -1.989 -2.762 -4.811
C -1.524 -1.702 -4.047
C 0.966 1.930 -4.708
C 0.455 3.127 -5.209
C 1.205 3.948 -6.043
C 2.495 3.583 -6.401
C 3.025 2.396 -5.914
C 2.269 1.591 -5.076
H -4.536 4.241 -2.095
H -2.303 4.556 -1.067
H -0.466 3.021 -1.619
H -3.033 0.888 -4.287
H -4.893 2.384 -3.693
H 0.297 -0.099 -6.408
H -0.532 -1.969 -7.765
H -1.997 -3.691 -6.750
H -2.607 -3.517 -4.341
H -1.781 -1.665 -2.992
H -0.552 3.429 -4.942
H 0.780 4.875 -6.411
H 3.084 4.222 -7.051
H 4.034 2.102 -6.182
H 2.707 0.679 -4.685



No. 2
110
Properties=species:S:1:pos:R:3 method="wB97M-V/def2-TZVPD" charge=+1 lumo_energy_ha=-0.1998 max_force_ha_per_bohr=0.1262 homo_ev=-13.07 gap_ev=7.64
C 4.629 -3.308 7.009
C 5.138 -1.796 6.615
C 3.917 -0.765 6.182
C 2.468 -1.530 6.235
C 1.929 -2.527 5.073
C 0.497 -3.107 5.513
N -0.176 -2.763 6.762
N 0.165 -1.922 7.755
C 1.467 -1.335 7.461
H 5.547 -3.955 7.395
H 3.822 -3.352 7.857
H 4.265 -3.833 6.012
H 5.818 -1.906 5.641
H 5.756 -1.356 7.508
H 3.964 0.153 6.944
H 4.162 -0.320 5.117
H 2.505 -2.802 4.099
H -0.031 -3.863 4.764
H -1.108 -3.253 6.938
H 1.849 -0.568 8.296
C 3.344 -1.715 -0.205
C 2.019 -1.294 -0.859
C 1.901 0.192 -1.181
F 1.991 0.969 -0.076
F 0.693 0.467 -1.740
F 0.985 -1.721 -0.086
F 1.911 -1.990 -2.035
O 3.334 -1.832 1.221
C 3.524 -0.612 1.935
C 2.291 -0.196 2.746
F 1.191 -0.067 1.963
F 2.483 1.008 3.348
F 3.938 0.347 1.072
F 4.572 -0.833 2.775
H 3.553 -2.733 -0.557
H 4.195 -1.124 -0.563
H 2.672 0.507 -1.888
H 2.065 -0.935 3.522
C -2.303 2.396 -1.359
C -3.333 1.388 -0.827
C -4.515 1.123 -1.754
F -5.237 2.240 -2.003
F -5.376 0.233 -1.191
F -3.745 1.781 0.408
F -2.674 0.202 -0.635
O -2.437 3.742 -0.891
C -3.385 4.542 -1.596
C -4.582 4.953 -0.731
F -5.228 3.877 -0.216
F -5.498 5.646 -1.456
F -3.750 3.899 -2.731
F -2.707 5.651 -1.999
H -1.327 2.074 -0.974
H -2.194 2.349 -2.449
H -4.185 0.705 -2.708
H -4.261 5.582 0.107
C 5.499 -5.386 -3.375
C 5.228 -3.952 -2.895
C 4.456 -3.077 -3.878
F 5.109 -2.920 -5.053
F 4.281 -1.827 -3.371
F 6.404 -3.375 -2.530
F 4.491 -4.045 -1.743
O 6.785 -5.625 -3.956
C 6.905 -5.284 -5.336
C 7.879 -4.126 -5.583
F 7.525 -3.011 -4.894
F 7.907 -3.779 -6.896
F 5.671 -5.053 -5.844
F 7.360 -6.406 -5.958
H 5.487 -6.020 -2.480
H 4.687 -5.780 -3.999
H 3.466 -3.492 -4.085
H 8.896 -4.398 -5.278
C -6.376 1.087 2.883
C -5.396 1.440 4.013
C -5.094 0.303 4.984
F -6.202 -0.137 5.625
F -4.234 0.717 5.953
F -5.847 2.546 4.664
F -4.217 1.815 3.423
O -7.741 1.459 3.092
C -8.512 0.540 3.865
C -8.967 1.123 5.208
F -7.918 1.541 5.960
F -9.630 0.196 5.948
F -7.820 -0.617 3.999
F -9.600 0.237 3.105
H -6.067 1.678 2.011
H -6.279 0.046 2.554
H -4.632 -0.544 4.471
H -9.632 1.980 5.058
C -1.982 4.283 -5.351
C -1.162 5.255 -6.214
C -1.399 5.142 -7.717
F -1.083 3.918 -8.199
F -0.620 6.028 -8.393
F 0.156 5.122 -5.905
F -1.504 6.525 -5.827
O -1.316 3.084 -4.946
C -1.323 2.027 -5.905
C 0.076 1.692 -6.436
F 0.679 2.772 -6.992
F 0.020 0.737 -7.402
F -2.203 2.328 -6.890
F -1.840 0.945 -5.262
H -2.190 4.806 -4.410
H -2.972 4.080 -5.775
H -2.440 5.356 -7.971
H 0.723 1.327 -5.631



Repeat the first record exactly.
71
Properties=species:S:1:pos:R:3 method="wB97M-V/def2-TZVPD" charge=-2 lumo_energy_ha=0.1652 max_force_ha_per_bohr=0.0079 homo_ev=-0.60 gap_ev=5.10
Cu -0.318 -0.326 -0.337
C -2.915 -4.529 5.416
C -3.075 -4.258 3.944
C -4.223 -4.643 3.263
C -4.367 -4.377 1.907
C -3.354 -3.736 1.219
C -2.200 -3.335 1.883
C -2.074 -3.596 3.237
S -3.523 -3.406 -0.535
O -4.967 -3.443 -0.763
O -2.775 -4.428 -1.235
N -2.818 -2.025 -0.779
C -3.283 -0.864 -0.236
C -4.640 -0.601 0.050
C -5.005 0.612 0.588
C -4.033 1.579 0.830
C -2.733 1.255 0.502
N -2.346 0.091 -0.014
H -3.788 -5.043 5.823
H -2.778 -3.602 5.977
H -2.040 -5.153 5.609
H -5.021 -5.145 3.800
H -5.269 -4.654 1.378
H -1.398 -2.784 1.399
H -1.175 -3.249 3.735
H -5.368 -1.369 -0.163
H -6.049 0.809 0.812
H -4.267 2.552 1.240
H -1.934 1.972 0.660
C 0.896 0.161 -1.910
H 1.605 0.957 -1.644
H 1.498 -0.720 -2.163
C 1.591 -1.472 1.558
O 0.309 -1.019 1.456
H 2.358 -0.742 1.216
H 1.790 -2.397 0.972
H 1.872 -1.727 2.608
C -3.715 3.586 -2.363
C -2.463 3.761 -1.788
C -1.427 2.899 -2.108
C -1.602 1.860 -3.022
C -2.861 1.700 -3.588
C -3.914 2.547 -3.258
Ge -0.043 0.728 -3.457
C -0.695 -0.725 -4.602
C -0.347 -0.842 -5.947
C -0.815 -1.897 -6.719
C -1.638 -2.861 -6.152
C -1.989 -2.762 -4.811
C -1.524 -1.702 -4.047
C 0.966 1.930 -4.708
C 0.455 3.127 -5.209
C 1.205 3.948 -6.043
C 2.495 3.583 -6.401
C 3.025 2.396 -5.914
C 2.269 1.591 -5.076
H -4.536 4.241 -2.095
H -2.303 4.556 -1.067
H -0.466 3.021 -1.619
H -3.033 0.888 -4.287
H -4.893 2.384 -3.693
H 0.297 -0.099 -6.408
H -0.532 -1.969 -7.765
H -1.997 -3.691 -6.750
H -2.607 -3.517 -4.341
H -1.781 -1.665 -2.992
H -0.552 3.429 -4.942
H 0.780 4.875 -6.411
H 3.084 4.222 -7.051
H 4.034 2.102 -6.182
H 2.707 0.679 -4.685